Entry 1
Molecular formula: C2H4BrN
Method: DFT, ωB97M-V with the def2-TZVPD basis set

The value obtained for the molar mass is 121.96 g mol⁻¹. Its spin multiplicity is 1. As for the charge: 0.

```
8
C2H4BrN (ωB97M-V with the def2-TZVPD basis set)
C 0.60 1.22 -0.17
C -0.63 -0.97 0.01
N -0.39 0.56 -0.61
Br -0.06 -1.23 1.72
H 0.78 2.13 -0.72
H 1.28 1.05 0.72
H -1.64 -1.24 -0.14
H 0.06 -1.52 -0.80
```

Entry 2
Molecular formula: C2H4BrN
Method: DFT, ωB97M-V with the def2-TZVPD basis set

The value obtained for the molar mass is 121.96 g mol⁻¹. Its spin multiplicity is 1. As for the charge: 0.

```
8
C2H4BrN (ωB97M-V with the def2-TZVPD basis set)
C 0.27 -0.83 -0.97
C -0.17 0.77 1.05
N -0.70 -0.27 -0.47
Br 0.12 -1.59 -2.72
H 1.28 -0.60 -0.62
H -1.19 0.59 1.61
H -0.28 1.78 0.87
H 0.68 0.15 1.25
```

What should be chosen as the least stable of them? Choose entry 2.

Entry 1
Molecular formula: FH2PS
Method: DFT, ωB97M-V with the def2-TZVPD basis set

The value obtained for the molar mass is 84.05 g mol⁻¹. Its spin multiplicity is 1. As for the charge: 0.

```
5
FH2PS (ωB97M-V with the def2-TZVPD basis set)
F 1.26 -0.02 -0.82
P 0.67 0.52 0.58
S -1.65 0.43 -0.05
H 0.63 -0.72 1.22
H -0.90 -0.21 -0.93
```

Entry 2
Molecular formula: FH2PS
Method: DFT, ωB97M-V with the def2-TZVPD basis set

The value obtained for the molar mass is 84.05 g mol⁻¹. Its spin multiplicity is 1. As for the charge: 0.

```
5
FH2PS (ωB97M-V with the def2-TZVPD basis set)
F -2.22 0.58 0.18
P 1.32 0.60 -0.40
S -1.57 -0.83 -0.35
H 1.49 -0.74 -0.39
H 0.97 0.39 0.96
```

What should be chosen as the least stable of them? Choose entry 2.

Entry 1
Molecular formula: C3H5N2O
Method: DFT, ωB97M-V with the def2-TZVPD basis set

The value obtained for the molar mass is 85.09 g mol⁻¹. Its spin multiplicity is 1. As for the charge: +1.

```
11
C3H5N2O (ωB97M-V with the def2-TZVPD basis set)
O 2.13 -0.45 0.23
C 0.81 -0.24 0.14
N 0.31 0.99 0.20
C -1.07 0.86 0.05
C -1.35 -0.44 -0.08
N -0.14 -1.13 -0.02
H 2.53 -0.09 -0.58
H 0.83 1.84 0.34
H -1.76 1.68 0.03
H -2.31 -0.90 -0.22
H 0.02 -2.13 -0.10
```

Entry 2
Molecular formula: C3H5N2O
Method: DFT, ωB97M-V with the def2-TZVPD basis set

The value obtained for the molar mass is 85.09 g mol⁻¹. Its spin multiplicity is 1. As for the charge: +1.

```
11
C3H5N2O (ωB97M-V with the def2-TZVPD basis set)
C 2.57 0.34 0.07
C 1.18 0.78 0.03
C -0.81 -0.29 0.84
N 2.57 -0.86 0.60
N 0.46 -0.14 0.61
O 1.37 -1.14 1.05
H 3.53 0.64 -0.23
H 0.62 1.58 -0.45
H -2.45 -2.16 -0.63
H -1.13 -1.16 1.24
H -1.44 0.65 0.50
```

Entry 3
Molecular formula: C3H5N2O
Method: DFT, ωB97M-V with the def2-TZVPD basis set

The value obtained for the molar mass is 85.09 g mol⁻¹. Its spin multiplicity is 1. As for the charge: +1.

```
11
C3H5N2O (ωB97M-V with the def2-TZVPD basis set)
C 2.93 -0.06 0.20
C -1.84 -0.09 -0.09
C -0.57 0.81 0.16
N 0.21 -1.49 0.02
N -0.55 -0.60 -0.10
O 3.87 0.38 -0.19
H -0.38 1.52 -0.61
H -2.43 -0.36 0.72
H -2.21 -0.09 -1.12
H -0.16 1.08 1.05
H 1.14 -1.11 -0.04
```

What should be chosen as the least stable of them? Choose entry 2.